(1)
ORCA calculation (ωB97M-V with the def2-TZVPD basis set) on a molecular structure, C37H50F3N3O3PW at a distorted geometry.

```
98
Properties=species:S:1:pos:R:3:lowdin_spin:R:1
H 6.66 -21.89 5.70 0.000
H 8.48 -13.42 5.55 0.007
H 9.43 -15.49 2.05 0.000
C 5.00 -10.11 5.09 0.003
H 10.23 -15.44 4.04 0.000
H 8.19 -18.74 2.37 0.000
H 3.90 -17.58 10.02 0.000
H 5.17 -9.09 7.03 0.000
H 1.19 -14.91 7.99 0.000
N 6.90 -18.52 5.59 0.008
C 7.60 -19.93 7.44 0.000
H 9.61 -11.94 10.43 0.000
C 5.90 -12.95 10.19 0.001
H 10.84 -14.36 5.35 0.000
H 5.62 -11.99 12.08 0.000
C 8.33 -15.54 1.79 0.000
C 5.06 -11.37 4.49 -0.013
C 7.64 -14.32 2.46 0.008
H 5.60 -11.04 8.34 0.000
H 4.42 -19.55 5.89 0.000
C 8.14 -12.93 9.27 0.001
H 10.16 -13.42 8.85 0.000
C 2.41 -16.45 8.94 -0.006
H 6.10 -20.79 4.40 0.000
H 4.83 -9.21 4.46 0.000
H 4.97 -11.50 3.40 0.000
H 6.98 -15.97 8.99 0.000
H 7.36 -17.19 6.99 0.003
H 6.20 -17.31 9.93 0.000
H 9.73 -17.63 6.74 0.000
N 6.57 -17.30 6.32 0.001
H 7.91 -18.19 0.71 0.000
H 7.86 -20.93 4.82 0.000
O 7.72 -16.76 2.26 0.009
H 4.84 -13.22 10.13 0.000
H 3.82 -16.71 5.78 0.001
H 5.42 -16.15 2.06 0.001
C 6.82 -20.89 5.24 0.000
H 3.12 -13.55 7.25 0.000
H 7.43 -19.19 8.26 0.000
C 6.32 -12.21 11.29 0.001
H 4.87 -20.92 6.96 0.000
C 4.73 -13.80 4.64 -0.054
C 4.61 -14.81 8.17 -0.006
C 3.57 -17.26 2.06 0.000
O 9.44 -15.79 5.97 0.014
C 6.78 -13.26 9.13 0.009
C 4.81 -15.94 8.99 -0.004
H 8.99 -14.31 7.81 0.002
C 6.13 -16.24 9.65 0.000
N 4.79 -16.55 3.99 0.020
P 6.09 -13.93 7.57 0.028
C 5.43 -12.44 6.71 0.004
C 4.61 -16.56 2.65 0.015
C 6.58 -19.79 6.28 0.001
F 0.49 -18.16 1.87 0.001
H 9.26 -13.00 4.03 0.002
C 2.20 -15.25 8.21 0.000
H 6.55 -14.33 2.27 0.001
H 6.26 -15.64 10.60 0.000
W 6.28 -15.28 5.24 1.879
C 3.29 -14.47 7.83 -0.004
H 5.80 -17.47 6.99 0.001
H 4.80 -13.60 3.54 0.006
C 10.09 -17.06 5.89 0.001
H 1.99 -18.23 4.87 0.000
C 5.16 -10.02 6.46 -0.011
H 9.45 -17.74 1.55 0.000
H 7.53 -20.96 7.83 0.000
C 2.64 -17.97 2.83 0.009
H 3.71 -14.15 4.90 0.001
H 6.49 -18.52 4.65 0.001
H 9.42 -12.61 7.48 0.000
C 5.10 -19.86 6.72 0.000
H 8.00 -11.28 12.30 0.000
C 9.20 -13.34 8.30 0.002
C 3.72 -16.77 9.33 0.001
H 1.57 -17.11 9.22 0.000
C 5.42 -11.16 7.27 0.001
F 2.00 -19.63 1.26 0.000
C 5.07 -12.51 5.33 0.001
O 7.66 -14.32 3.92 0.029
C 8.84 -13.82 4.60 0.021
H 3.48 -17.27 0.97 0.000
C 8.35 -17.91 1.69 0.000
F 1.13 -19.68 3.32 0.000
C 8.53 -12.14 10.39 0.000
C 9.92 -14.88 4.95 0.001
C 2.75 -17.79 4.24 -0.003
H 8.24 -15.45 0.70 0.000
H 9.80 -17.57 4.96 0.000
H 4.88 -19.28 7.61 0.000
H 8.62 -19.80 7.07 0.000
H 11.19 -17.00 6.02 0.000
C 1.59 -18.83 2.33 0.001
C 3.78 -17.01 4.75 0.008
H 8.05 -13.37 2.07 0.000
C 7.66 -11.82 11.42 0.000
```

Calculated values
Multiplicity: 3
Orbital gap (alpha / beta), eV: 5.58 / 6.30
E_LUMO (alpha / beta), eV: -10.69 / -9.98
Total charge: +3
Energy above the lowest of the compared OMol25 structures with the same formula, charge and spin, kcal per mole: 0.00
Highest occupied orbital energy (alpha / beta), hartree: -0.598 / -0.598


(2)
ORCA calculation (ωB97M-V with the def2-TZVPD basis set) on a molecular structure, C37H50N2O2Si2Y.

```
94
Properties=species:S:1:pos:R:3:lowdin_charge:R:1
H 0.96 -0.72 6.23 0.101
H 1.40 4.29 -1.81 0.055
H -1.01 -7.34 0.80 0.071
H 1.34 -0.95 3.79 0.069
C -0.30 -0.38 -1.77 -0.473
H 2.20 -2.15 -0.81 0.004
H -3.17 -7.58 -0.21 0.087
C 3.06 1.37 0.62 -0.091
C -3.67 -3.33 1.06 -0.085
H 1.53 1.30 3.62 0.121
H 0.55 6.48 1.04 0.089
C 3.69 -0.08 2.60 -0.023
C 1.77 1.59 2.61 -0.056
C 0.03 -2.44 -4.18 -0.173
H -1.59 -5.43 4.18 0.148
C 0.69 -1.64 4.31 -0.040
N -1.31 -4.67 3.57 0.092
H 1.97 5.67 1.68 0.097
C 0.81 4.47 0.29 -0.376
C -3.70 -4.38 0.16 -0.069
H 2.53 5.20 -0.80 0.098
H -0.55 2.68 -1.14 -0.001
H 3.84 0.88 0.05 0.137
H -0.82 -3.31 -0.37 0.023
C 1.06 2.64 2.03 -0.024
C -2.09 -5.60 1.47 -0.170
H -1.88 0.81 -4.59 0.033
H 2.47 1.02 -2.36 0.000
H -4.93 0.41 0.76 0.115
C -4.03 0.22 0.21 -0.063
H -0.42 0.07 -5.24 0.016
H -3.70 -6.42 -1.43 0.077
H 0.37 5.26 2.29 0.073
H 3.57 -0.05 3.68 0.091
H -2.72 0.57 1.87 0.118
C 0.93 5.52 1.40 -0.052
H -1.59 -7.46 2.45 0.091
C -2.81 0.31 0.82 -0.116
C -2.88 -0.42 -1.81 -0.017
H -0.58 1.82 -5.20 0.042
H 2.65 -1.68 -2.46 0.028
H -2.86 -2.62 2.93 0.115
C 0.54 -2.84 2.14 -0.497
H 0.29 3.13 2.61 0.126
H -4.34 -4.32 -0.71 0.110
H -0.59 -4.36 -1.75 0.051
C -0.81 2.54 -2.19 -0.158
H -0.25 4.31 0.09 0.133
H 0.23 -3.50 -4.36 0.040
Si 0.18 -2.11 -2.34 0.429
H 2.17 0.52 -4.02 0.038
C -0.79 0.90 -4.65 -0.164
O 0.49 -3.88 1.54 0.115
H -0.97 -2.23 -4.54 0.035
H -0.22 -6.42 2.08 0.078
H -4.30 -2.47 0.91 0.086
C -0.29 -2.46 6.32 -0.069
C 1.85 1.22 -3.24 -0.167
H 1.00 5.91 -1.29 0.094
C -2.09 -4.54 2.40 -0.221
C -0.71 -3.61 4.22 -0.194
H 2.09 2.23 -3.60 0.039
H -1.52 -4.20 6.11 0.117
H -0.46 -2.40 7.39 0.110
H 4.73 0.09 2.36 0.096
C -2.91 -5.51 0.35 -0.234
C 2.37 2.44 0.06 -0.047
C -1.18 -6.77 1.71 -0.025
C 2.00 -2.33 -1.87 -0.166
H 3.42 -1.09 2.26 0.084
C -2.86 -3.41 2.19 -0.022
O 1.05 -1.73 1.56 -0.260
C 1.48 4.99 -0.98 -0.065
H -1.98 -6.72 -1.18 0.081
C -4.06 -0.17 -1.14 -0.027
H 2.64 2.76 -0.94 0.104
C 1.40 3.15 0.77 -0.198
H -1.89 2.41 -2.24 0.045
C -0.89 -3.35 -1.46 -0.148
Si 0.00 1.02 -2.96 0.425
C -1.65 -0.25 -1.15 -0.415
C 2.83 0.96 1.94 -0.325
Y 0.66 -0.09 0.39 1.639
H 0.74 -1.87 -4.78 0.026
C 0.49 -1.52 5.67 -0.082
C -0.88 -3.48 5.60 -0.011
C -2.94 -6.62 -0.67 -0.044
H 2.31 -3.36 -2.05 0.048
H -5.00 -0.27 -1.65 0.121
H -1.94 -3.23 -1.74 0.035
N -1.65 0.09 0.17 -0.024
H -0.57 3.46 -2.73 0.042
H -2.88 -0.71 -2.85 0.121
C 0.12 -2.67 3.56 -0.068
```

Calculated values
Multiplicity: 1
Orbital gap, eV: 6.73
E_LUMO, eV: -3.11
Total charge: +1
Energy above the lowest of the compared OMol25 structures with the same formula, charge and spin, kcal per mole: 12.05
Highest occupied orbital energy, hartree: -0.362


(3)
ORCA calculation (ωB97M-V with the def2-TZVPD basis set) on a molecular structure, C37H50N4O12PSSc at a distorted geometry.

```
106
Properties=species:S:1:pos:R:3:lowdin_charge:R:1
H 1.70 -1.73 -8.60 0.069
C 2.62 -0.60 2.46 -0.630
H 0.06 -0.27 3.45 0.043
C -2.52 1.80 4.27 -0.101
H 0.43 4.11 0.43 0.076
H -3.27 2.43 3.78 0.053
N 3.18 0.83 0.63 0.121
N -1.83 -4.54 1.47 -0.100
H -2.54 3.24 -1.25 0.091
H -3.21 -0.85 3.68 0.073
H 0.51 -3.37 -6.51 0.104
C -1.58 0.00 -3.73 -0.318
C 2.44 -0.73 -5.67 -0.031
H -1.97 -1.73 -0.09 0.100
H 2.78 0.23 -6.07 0.112
N -0.18 0.44 1.01 -0.246
H 1.27 -4.10 0.90 0.140
P -1.03 1.50 1.71 0.836
H -0.92 -4.18 3.34 0.125
H -2.16 0.32 -0.50 0.045
C -0.08 1.34 -2.47 -0.300
H 0.18 2.46 4.41 0.051
H -0.23 5.05 3.07 0.084
C 0.33 -4.11 0.35 -0.122
H -0.91 2.76 -0.77 0.053
C 3.32 0.65 1.94 -0.184
H -3.51 1.29 -1.10 0.089
C 4.78 2.52 2.07 -0.059
H 1.53 3.38 3.71 0.084
C -1.41 -3.60 2.57 -0.055
H 0.13 -1.22 -7.98 0.076
C 2.81 -1.10 -4.39 -0.030
C -0.68 2.25 -3.45 -0.307
H -0.98 -5.88 0.09 0.124
C -3.66 2.84 1.31 -0.099
H -2.92 -4.50 -0.33 0.123
H -3.42 -3.31 0.88 0.123
C 4.10 1.48 2.71 -0.017
C -1.87 3.13 -0.39 -0.083
H -1.60 4.04 3.54 0.051
S 2.82 -2.85 -2.24 0.519
H 1.18 -4.06 -4.21 0.099
O -0.28 -0.90 -1.85 -0.096
C 4.70 2.64 0.69 -0.002
N -0.31 -2.82 0.51 -0.127
C -0.48 -2.54 1.93 -0.163
H -4.34 3.22 0.53 0.084
C 3.90 1.75 0.00 -0.161
C -1.56 1.38 -4.33 -0.287
H -3.35 3.70 1.92 0.056
H -4.25 2.17 1.94 0.050
C 1.20 -1.11 -7.84 -0.063
O -2.16 1.74 -5.31 0.079
C -2.49 2.15 0.63 -0.561
H -1.49 4.67 1.90 0.052
H 5.39 3.21 2.65 0.095
H -2.44 -5.25 1.86 0.167
H 5.26 3.38 0.13 0.111
C -2.57 -3.78 0.40 -0.052
C -0.62 -5.22 0.88 -0.057
O -0.55 3.45 -3.55 0.071
C -0.91 4.26 2.72 -0.091
O -2.30 -0.93 -4.06 0.040
H 1.47 -0.07 -8.03 0.069
C -1.58 -2.74 -0.19 -0.125
H -2.59 -0.79 2.01 0.044
O 2.04 -1.26 1.55 -0.102
H -1.72 4.13 0.03 0.064
H 1.75 4.00 1.61 0.081
Sc 1.34 -0.24 -0.48 1.087
C 3.86 1.63 -1.52 -0.604
C -1.86 0.81 3.32 -0.558
C 2.35 -2.30 -3.87 -0.244
C -2.94 -0.18 2.85 -0.114
O 3.09 0.71 -1.91 -0.075
H -2.33 -3.16 2.98 0.110
H 3.42 -0.45 -3.78 0.101
C 1.53 -3.13 -4.64 -0.055
C 1.16 -2.74 -5.92 -0.052
C -0.62 0.04 -2.64 -0.301
C 1.61 -1.53 -6.45 -0.283
C -3.00 0.94 -0.19 -0.090
H -1.41 -2.91 -1.25 0.131
O 4.25 -2.81 -2.15 -0.302
H -0.17 -5.83 1.66 0.122
H -3.85 0.32 2.54 0.054
H -1.80 2.46 4.76 0.053
H 1.27 2.59 0.66 0.041
H -0.35 0.60 4.92 0.068
H 0.58 -4.29 -0.69 0.100
O 2.71 -0.86 3.66 -0.012
H -1.19 -0.90 4.53 0.074
C 0.78 2.61 3.50 -0.089
O 2.16 -1.94 -1.26 -0.399
H 1.31 1.68 3.28 0.062
H -3.03 1.24 5.07 0.081
H 4.17 1.30 3.77 0.112
O 2.25 -4.19 -2.16 -0.362
C -0.77 0.02 4.09 -0.098
C -0.08 3.05 2.30 -0.570
H 0.50 -2.54 2.41 0.113
H -3.72 0.34 0.37 0.059
H -0.86 -1.54 2.03 0.053
O 4.61 2.36 -2.17 0.003
O 0.72 1.58 -1.52 -0.093
C 0.89 3.46 1.18 -0.080
```

Calculated values
Multiplicity: 1
Orbital gap, eV: 4.34
E_LUMO, eV: 2.75
Total charge: -2
Energy above the lowest of the compared OMol25 structures with the same formula, charge and spin, kcal per mole: 23.57
Highest occupied orbital energy, hartree: -0.058


(4)
ORCA calculation (ωB97M-V with the def2-TZVPD basis set) on 2 unconnected molecules or ions with the total composition C37H50N4O2P at a distorted geometry.

```
94
Properties=species:S:1:pos:R:3:lowdin_charge:R:1
O 6.99 -1.18 -2.86 -0.097
H 4.67 -2.57 3.63 0.105
C 4.88 0.06 -2.75 -0.015
C 2.19 -3.11 4.37 -0.095
H 3.25 -3.14 -1.25 0.112
H -7.47 -2.42 -0.50 0.102
C 3.54 0.04 -2.40 -0.047
H -3.05 -2.14 -2.64 0.125
O -5.09 1.48 -2.41 0.084
H -0.33 3.29 -2.64 0.089
C -2.14 1.70 4.19 -0.023
C 5.06 -2.27 -2.02 -0.003
C -3.22 -0.10 -2.03 -0.186
C 0.49 -0.53 -2.15 -0.128
C -7.05 -2.15 -1.47 -0.079
N -1.81 0.22 -2.15 -0.029
C -0.84 -0.68 -1.84 -0.115
H -0.39 0.61 -4.40 0.074
H 1.62 -0.15 -0.50 0.098
H 2.18 4.43 2.99 0.118
H 1.35 -3.18 5.07 0.056
C -5.67 -1.95 -1.59 -0.050
H -4.24 3.60 -3.16 0.097
C -0.50 2.36 -2.08 0.005
C -7.32 -1.67 -3.84 -0.072
H -8.95 -2.16 -2.50 0.103
H 4.24 0.83 4.23 0.101
C -2.39 -0.51 3.07 -0.094
C 2.11 0.65 3.84 -0.187
H 4.59 -0.82 3.41 0.069
H 0.00 3.23 2.97 0.101
C -1.20 1.34 -4.28 0.009
H -0.87 2.31 -4.68 0.088
H -3.19 1.92 3.93 0.104
N 1.84 -0.72 4.06 -0.170
C 7.58 -0.06 -3.56 -0.063
H 3.62 -1.89 2.36 0.100
C 3.34 2.70 3.59 -0.041
P 0.20 -1.03 4.23 1.272
C 0.92 2.69 3.20 0.001
H 3.91 -0.51 5.86 0.080
H 7.65 0.81 -2.90 0.093
H -0.85 2.62 -1.06 0.084
C -5.12 -1.57 -2.82 -0.237
H 5.34 0.99 -3.12 0.103
H -2.08 0.98 -4.83 0.099
H -1.17 0.81 0.97 0.090
C 4.00 -1.74 3.38 -0.018
C 2.16 3.37 3.23 -0.042
C -7.88 -2.01 -2.60 -0.084
H 0.80 -0.08 -3.10 0.091
H -2.11 1.22 5.17 0.096
C 2.97 -1.07 -1.78 -0.238
C -3.65 -1.26 -2.93 -0.085
C 3.41 -1.48 5.80 -0.024
C -3.17 3.42 -3.26 -0.013
C -1.56 1.52 -2.80 -0.477
C 1.57 -0.95 -1.22 -0.180
H 7.00 0.19 -4.45 0.095
H -3.48 -0.34 -0.98 0.150
H -2.03 -1.18 2.28 0.087
H -2.69 1.58 1.48 0.107
H 1.83 -3.35 3.36 0.090
H -3.43 -0.27 2.84 0.105
H -5.01 -2.05 -0.73 0.107
H 8.58 -0.42 -3.83 0.093
C -1.63 1.44 1.74 -0.026
C -3.88 1.24 -2.40 -0.367
C -5.94 -1.48 -3.95 -0.039
H -2.89 3.44 -4.31 0.094
H -5.49 -1.21 -4.91 0.115
C 3.72 -2.24 -1.65 -0.046
H -1.59 2.65 4.23 0.080
H 4.13 -2.27 6.04 0.103
N -0.16 0.42 3.47 -0.167
C 5.66 -1.11 -2.57 -0.272
C -1.56 0.78 3.12 -0.616
H -2.61 4.20 -2.73 0.090
H 5.68 -3.15 -1.86 0.117
H -3.39 -0.99 -3.97 0.125
H 2.93 -3.88 4.64 0.105
H 0.45 1.82 -2.00 0.063
H 2.60 -1.51 6.54 0.096
H -1.20 -1.55 -1.28 0.128
H -1.16 2.43 1.72 0.066
H 2.92 0.92 -2.61 0.112
N -2.88 2.13 -2.68 -0.035
C 2.86 -1.74 4.40 -0.624
H 1.28 -1.87 -0.70 0.113
H 4.28 3.24 3.62 0.118
C 0.92 1.32 3.48 -0.187
H -7.96 -1.56 -4.72 0.106
C 3.32 1.33 3.91 0.001
H -2.37 -1.06 4.02 0.056
```

Calculated values
Multiplicity: 1
Orbital gap, eV: 4.86
E_LUMO, eV: -4.48
Total charge: +1
Highest occupied orbital energy, hartree: -0.343


(5)
ORCA calculation (ωB97M-V with the def2-TZVPD basis set) on a molecular structure, C37H51EuN4OP2 at a distorted geometry.

```
96
Properties=species:S:1:pos:R:3:lowdin_spin:R:1
C -2.45 -3.21 -2.22 0.000
C -4.18 0.18 -1.62 0.000
H 1.35 4.18 4.25 -0.001
C -1.88 -2.04 -2.75 -0.001
H 0.93 3.61 1.79 0.001
H -4.43 2.83 -0.63 0.000
H -0.06 4.65 -1.13 0.000
C 3.70 -3.29 -0.12 -0.001
H -3.83 0.68 -2.54 0.000
H 5.25 -0.66 2.89 0.000
H -3.43 -5.09 -2.64 0.000
H 2.59 0.98 -4.93 0.000
C 0.22 0.67 -2.50 0.010
C 3.14 -0.91 2.47 0.006
C -1.66 3.21 -0.96 0.001
H -5.48 1.67 0.22 0.000
N 0.46 1.65 2.48 -0.001
C 4.61 -1.36 2.32 0.000
H 2.19 -3.19 -2.08 0.000
H -1.99 3.35 1.21 0.001
C -2.39 -2.85 -5.00 0.000
C 3.14 0.55 2.97 0.001
H 4.79 -2.37 2.70 0.000
H 3.47 1.26 2.20 0.000
C 0.29 0.85 3.69 0.018
C 3.19 0.11 -0.33 0.015
P 2.18 -0.98 0.82 0.030
H 1.20 -4.59 0.46 0.000
H 3.84 0.62 3.82 0.000
C -2.99 -4.19 -3.06 0.000
C 0.76 0.83 -3.78 -0.001
H -4.10 2.40 1.08 0.000
N 1.04 0.53 -1.42 0.004
H 2.51 -1.29 4.50 0.000
C 2.40 -1.77 3.51 0.004
H 4.30 -2.64 -0.78 0.000
C 1.58 -2.72 -1.30 0.001
H 1.33 -1.69 -1.60 0.001
H -2.36 -2.71 -6.08 0.000
H -3.30 4.38 -1.88 0.000
H 4.25 -3.42 0.83 0.000
H 0.05 3.36 -2.35 0.000
C 0.78 2.93 2.62 0.015
C -1.24 0.48 -2.22 0.012
H -1.41 -0.98 -4.59 0.000
H -3.94 -0.90 -1.69 0.000
C 0.24 0.94 5.04 -0.004
C 2.15 0.84 -3.94 0.006
H 0.64 -3.28 -1.22 0.000
H -1.85 0.75 -3.09 0.002
N 1.06 3.07 7.24 0.011
H -1.32 4.82 0.45 0.000
H -2.46 -3.33 -1.13 0.000
H 0.52 3.03 -0.66 0.001
C -3.59 0.80 -0.34 0.006
H 0.22 0.39 5.77 -0.001
C 0.90 2.61 6.18 0.001
C 2.39 0.46 -1.56 0.007
C -0.73 -0.33 2.23 0.300
N -0.86 -1.36 -0.64 -0.022
H -3.38 -4.78 -5.12 0.000
H -4.66 -0.71 0.76 0.000
C -3.67 -0.23 0.81 0.009
P -1.76 1.34 -0.60 0.025
H 3.38 1.03 0.27 0.001
H 2.02 -3.96 1.91 0.000
H -3.58 0.26 1.79 0.002
O -1.26 -0.66 3.22 0.229
C -2.54 3.63 -2.16 0.000
C -1.86 -1.87 -4.15 0.001
H 4.06 0.60 -2.92 0.000
C 2.28 -2.74 0.08 -0.002
C 0.78 2.24 4.88 0.015
H -3.05 2.77 -2.61 0.000
H -2.90 -1.01 0.75 0.002
C -4.44 2.01 0.11 0.000
H 0.53 -3.16 1.32 0.003
C 1.46 -3.67 1.01 0.003
C -0.20 3.57 -1.30 0.002
H 2.80 -2.79 3.59 0.000
C -1.32 -1.04 -1.79 0.004
H -3.05 4.43 0.26 0.000
H 3.63 -4.28 -0.60 0.000
H 1.32 -1.83 3.29 0.005
H 0.09 0.95 -4.64 0.000
C 2.97 0.64 -2.82 -0.001
H -5.28 0.27 -1.58 0.000
H 4.94 -1.32 1.27 0.000
C 1.00 3.20 3.94 -0.003
H 4.17 -0.31 -0.61 0.002
H 0.56 -0.17 3.86 0.004
H -1.90 4.08 -2.93 0.000
Eu 0.07 0.20 0.54 6.269
C -2.96 -4.02 -4.46 0.001
H 2.15 0.85 3.32 0.000
C -2.05 3.99 0.32 0.001
```

Calculated values
Multiplicity: 8
Orbital gap (alpha / beta), eV: 6.03 / 6.86
E_LUMO (alpha / beta), eV: -3.46 / -3.60
Total charge: +1
Energy above the lowest of the compared OMol25 structures with the same formula, charge and spin, kcal per mole: 343.91
Highest occupied orbital energy (alpha / beta), hartree: -0.349 / -0.385


no.,electronic energy (eV)
1,-69030.504
2,-63054.782
3,-110542.514
4,-58519.054
5,-85091.076